# 1
This record from OMol25 describes C5H10O in the gas phase at a distorted geometry. The level of theory is the ωB97M-V functional and the def2-TZVPD basis.

```
! RIJCOSX wB97M-V def2-TZVPD def2/J DEFGRID3
* xyz 0 1
C 0.47699 1.28083 1.33997
C -0.23694 0.01001 0.86648
C -0.14160 -1.03651 1.97488
C 0.35468 -0.58628 -0.50389
C -0.00120 0.37059 -1.65867
O -0.55945 -0.06477 -2.72409
H 1.58420 1.33323 1.13447
H -0.11209 2.26385 0.89904
H 0.52642 1.38931 2.46725
H -1.32204 0.17900 0.65006
H -0.67109 -1.98449 1.69997
H -0.67998 -0.71823 2.94009
H 0.91905 -1.17275 2.37233
H 1.51462 -0.85904 -0.47235
H -0.25168 -1.53914 -0.72092
H 0.25656 1.39461 -1.28985
*
```

Its energy above the lowest of the compared OMol25 structures with the same formula, charge and spin is 40.8 kcal/mol. For the max |F|, the calculation gives 0.10904 Eh/bohr. The HOMO energy comes out at -9.846 eV. As for the HOMO-LUMO gap: 0.39176 Eh. The molar mass is 86.134 g mol⁻¹. Its SMILES is CC(C)CC=O.

***

# 2
This record from OMol25 describes C31H36N2O7 in the gas phase at a distorted geometry. The level of theory is the ωB97M-V functional and the def2-TZVPD basis.

```
! RIJCOSX wB97M-V def2-TZVPD def2/J DEFGRID3
* xyz 0 1
C 2.40466 -1.05332 2.20798
O 2.99344 -0.06765 1.39770
C 2.28705 0.43627 0.33535
C 0.97304 0.07540 0.06716
C 0.25957 0.63056 -0.98589
C -1.18396 0.25572 -1.21854
C -2.09645 1.46175 -1.20315
C -2.10888 2.43961 -0.11741
O -2.46199 3.59405 -0.25100
C -1.60466 1.94756 1.18310
C -0.93894 2.64018 2.15161
C -0.65471 1.70703 3.18871
C 0.00051 1.76063 4.41879
C 0.06739 0.60862 5.17063
C -0.50445 -0.58738 4.72762
C -1.15726 -0.66971 3.51341
C -1.21817 0.48851 2.75245
O -1.78434 0.64106 1.53661
C -2.77290 1.50575 -2.37472
O -3.69852 2.34005 -2.82433
C -2.37330 0.34166 -3.21225
O -2.85133 0.07063 -4.30136
N -1.41040 -0.30577 -2.53499
C -0.79571 -1.52508 -2.98469
C -0.91893 -2.64895 -1.94116
N -2.17412 -2.56229 -1.22334
C -3.33710 -2.90977 -2.02296
C -4.59401 -2.58588 -1.21532
O -4.61458 -3.28121 0.00991
C -3.47370 -2.97342 0.77169
C -2.19141 -3.32168 0.01286
C 0.88226 1.55568 -1.80790
C 2.19675 1.89987 -1.57353
C 2.92598 1.36148 -0.51519
O 4.18767 1.85368 -0.40079
C 5.21024 1.14687 0.28026
C 5.57300 -0.15983 -0.42610
C 6.79716 -0.85282 0.17944
C 7.26928 -1.97174 -0.74794
C 6.49195 -1.42001 1.56391
H 2.13598 -1.94453 1.63055
H 3.16781 -1.31831 2.93859
H 1.52177 -0.67605 2.73312
H 0.47755 -0.63724 0.70788
H -1.50592 -0.47975 -0.47255
H -0.67621 3.67686 2.11257
H 0.43867 2.68342 4.76510
H 0.56880 0.62281 6.12655
H -0.43235 -1.46686 5.34926
H -1.60392 -1.58841 3.16581
H -3.97832 2.01982 -3.70207
H -1.29516 -1.79227 -3.91914
H 0.26613 -1.35202 -3.19518
H -0.78347 -3.62017 -2.44670
H -0.11544 -2.53717 -1.20813
H -3.34124 -2.32161 -2.94009
H -3.33532 -3.98232 -2.28596
H -5.49071 -2.89112 -1.75609
H -4.62885 -1.50150 -1.02919
H -3.55208 -3.55748 1.69076
H -3.46437 -1.89934 1.01549
H -1.32239 -3.04723 0.61672
H -2.16201 -4.40985 -0.17272
H 0.34157 2.00058 -2.62857
H 2.70127 2.61431 -2.20406
H 4.93197 0.96952 1.32064
H 6.06166 1.83349 0.25072
H 4.71830 -0.83808 -0.38884
H 5.77011 0.07152 -1.47597
H 7.60277 -0.11583 0.27220
H 7.53194 -1.57715 -1.72665
H 8.14388 -2.46759 -0.33339
H 6.48368 -2.71348 -0.87654
H 5.67621 -2.13744 1.50475
H 6.20947 -0.63273 2.25705
H 7.36658 -1.92788 1.96431
*
```

Its energy above the lowest of the compared OMol25 structures with the same formula, charge and spin is 0.0 kcal/mol. For the max |F|, the calculation gives 0.02849 Eh/bohr. The HOMO energy comes out at -8.183 eV. As for the HOMO-LUMO gap: 0.28789 Eh. The molar mass is 548.636 g mol⁻¹. Its SMILES is COc1cc([C@H]2C(C(=O)c3cc4ccccc4o3)=C(O)C(=O)N2CCN2CCOCC2)ccc1OCCC(C)C.

***

# 3
This record from OMol25 describes C28H37N2O3S2Tb as an isolated structure. The level of theory is the ωB97M-V functional and the def2-TZVPD basis.

```
! RIJCOSX wB97M-V def2-TZVPD def2/J DEFGRID3
* xyz 0 7
Tb 0.46224 0.05434 -0.34694
C -2.69797 -0.61475 -0.36880
N -2.03973 0.53524 0.26600
C -2.33912 0.50294 1.70745
C -1.41679 1.42395 2.49750
N -0.04664 0.88674 2.49193
C 0.90798 1.95754 2.81087
C 0.07998 -0.17991 3.47577
C -0.12060 0.08166 4.82569
C 0.04760 -0.88880 5.79506
C 0.45597 -2.15956 5.41909
C 0.63260 -2.44898 4.08543
C 0.42521 -1.48508 3.08938
S 0.59707 -2.01022 1.43655
C -2.46299 1.79909 -0.32937
C -3.81078 2.03524 -0.57546
C -4.25801 3.20101 -1.16631
C -3.33757 4.17661 -1.51633
C -2.00242 3.97722 -1.25492
C -1.53021 2.80411 -0.65291
S 0.17918 2.76143 -0.29903
H -3.75700 -0.68677 -0.09044
H -2.20124 -1.53322 -0.03265
H -2.62253 -0.52267 -1.45390
H -2.19437 -0.52403 2.06773
H -3.38495 0.79437 1.88254
H -1.81566 1.51875 3.51898
H -1.41209 2.41957 2.04396
H 0.79400 2.32665 3.83820
H 0.76014 2.78826 2.11965
H 1.92318 1.58574 2.68734
H -0.41488 1.07732 5.13023
H -0.13270 -0.64905 6.83221
H 0.63750 -2.91683 6.16857
H 0.93729 -3.43802 3.77579
H -4.54766 1.29161 -0.31133
H -5.31412 3.33679 -1.35050
H -3.66467 5.08444 -1.99991
H -1.26620 4.72836 -1.49966
C 3.53653 -0.37104 1.86743
O 3.02010 0.30618 0.73088
C 3.96854 0.39967 -0.31587
C 3.96451 -0.86557 -1.17421
O 2.69209 -0.90439 -1.79111
C 2.45182 -2.05661 -2.58171
C 1.76186 -3.16295 -1.78525
O 0.45419 -2.72756 -1.46587
C -0.39501 -3.80552 -1.12289
H 4.40496 0.16412 2.26694
H 3.82227 -1.40233 1.64455
H 2.74650 -0.39565 2.61462
H 4.97241 0.60066 0.08193
H 3.64542 1.23277 -0.94888
H 4.13219 -1.75419 -0.55228
H 4.75496 -0.82046 -1.93579
H 3.38781 -2.42882 -3.01078
H 1.77671 -1.72951 -3.37877
H 2.31599 -3.39061 -0.86107
H 1.71665 -4.07219 -2.40441
H -0.43518 -4.54009 -1.93757
H -1.38754 -3.39186 -0.96226
H -0.06408 -4.29841 -0.20391
C -1.06555 0.86084 -5.38322
C -0.30965 1.75651 -4.65006
C 0.15688 1.41001 -3.39120
C -0.12830 0.18292 -2.74873
C -0.87094 -0.70109 -3.56450
C -1.31166 -0.38879 -4.84397
H -1.45221 1.13034 -6.35834
H -0.08921 2.73493 -5.05810
H 0.76288 2.15393 -2.87733
H -1.11745 -1.69663 -3.19422
H -1.86753 -1.11969 -5.42149
*
```

For the max |F|, the calculation gives 0.01467 Eh/bohr. The HOMO energy (alpha / beta) comes out at -7.150 / -7.171 eV. As for the expectation value of S²: 12.602. As for the HOMO-LUMO gap (alpha / beta): 0.25742 / 0.28108 Eh. The molar mass is 672.674 g mol⁻¹.

***

# 4
This record from OMol25 describes a 2-piece molecular cluster, C4H14NS2 overall. The level of theory is the ωB97M-V functional and the def2-TZVPD basis.

```
! RIJCOSX wB97M-V def2-TZVPD def2/J DEFGRID3
* xyz 1 1
C -0.30960 -3.14731 -2.13852
C 0.35455 -2.80598 -0.82257
N -0.54814 -1.95983 0.04852
H 0.40142 -3.67879 -2.76107
H -1.15149 -3.82119 -1.98164
H -0.66164 -2.25591 -2.65290
H 0.61520 -3.69132 -0.24755
H 1.23135 -2.17827 -0.97178
H -0.51940 -0.97843 -0.30120
H -0.13861 -1.89003 0.98303
H -1.52123 -2.25260 0.12853
C -1.58992 1.65917 -0.59960
S 0.15383 1.16636 -0.61174
S 0.84574 1.97217 1.14208
C 0.55987 0.62254 2.31533
H -2.14059 1.21237 0.22624
H -1.66126 2.74004 -0.52457
H -2.02437 1.35741 -1.54943
H 1.16700 -0.24284 2.05202
H 0.89285 0.96478 3.29014
H -0.49976 0.39055 2.36070
*
```

Its energy above the lowest of the compared OMol25 structures with the same formula, charge and spin is 4.7 kcal/mol. For the max |F|, the calculation gives 0.01091 Eh/bohr. The HOMO energy comes out at -12.626 eV. As for the HOMO-LUMO gap: 0.34490 Eh. The molar mass is 140.297 g mol⁻¹.